A molecular structure, C45H56CdN9O4P2Si2Te in a non-equilibrium geometry. Source: the Open Molecules 2025 dataset; level of theory: ωB97M-V with the def2-TZVPD basis set.

```
120
Properties=species:S:1:pos:R:3:mulliken_charge:R:1
Cd 0.18845 0.75364 -0.82111 2.55
C -1.35221 3.55217 1.72231 -0.99
Si -1.03879 1.92289 2.64508 0.31
C 0.58582 2.16548 3.60710 -0.95
C -2.44579 1.71787 3.91377 -1.08
N -1.00214 0.62274 1.51977 -0.03
P -0.14699 -0.74220 1.61826 2.25
C 0.84814 -1.04952 0.23445 -2.40
P 2.53810 -0.76930 -0.00309 1.33
N 3.13288 0.70970 0.02552 0.79
Si 4.65139 1.41829 -0.26936 0.63
C 4.96278 2.66105 1.13541 -1.33
C 6.22384 0.34328 -0.39960 -1.22
C 4.67861 2.46337 -1.86819 -1.32
C 3.62165 -1.88184 1.00025 1.46
C 4.43552 -1.31372 1.97822 -0.98
C 5.25571 -2.10044 2.77225 -0.69
C 5.28922 -3.47362 2.57863 -0.78
C 4.48649 -4.05029 1.60513 -0.61
C 3.65167 -3.26181 0.82641 -0.93
C 2.74812 -1.60263 -1.63961 1.42
C 3.74084 -1.20136 -2.52376 -0.65
C 3.92999 -1.85210 -3.73304 -0.95
C 3.12199 -2.92569 -4.07466 -0.74
C 2.11500 -3.32753 -3.20766 -1.00
C 1.92867 -2.67131 -1.99939 -0.80
C 0.38137 -0.99633 3.35286 0.30
C -0.60727 -1.11555 4.33020 -0.64
C -0.25651 -1.30759 5.65555 -1.00
C 1.08263 -1.38777 6.01942 -0.82
C 2.06795 -1.25288 5.05428 -0.32
C 1.71294 -1.04517 3.72919 -0.34
C -1.27147 -2.20744 1.41974 1.10
C -1.93965 -2.29656 0.19349 -0.20
C -2.72114 -3.39362 -0.12249 -0.53
C -2.82093 -4.45912 0.76431 -1.01
C -2.14019 -4.40187 1.96837 -0.70
C -1.37283 -3.28817 2.29197 -0.77
H -2.41972 3.70671 1.56470 0.26
H -0.87683 3.55716 0.73954 0.05
H -0.96682 4.39946 2.29604 0.47
H 0.72480 3.20769 3.90280 0.52
H 1.44147 1.87004 2.99307 0.08
H 0.60446 1.55565 4.51289 0.24
H -2.84911 2.68985 4.20910 0.42
H -2.10641 1.20679 4.81673 0.36
H -3.26464 1.13618 3.48401 0.11
H 5.16359 2.15583 2.08328 0.31
H 4.09207 3.30272 1.28739 0.35
H 5.81934 3.30135 0.90611 0.32
H 6.23055 -0.46401 0.33214 0.26
H 7.11369 0.95507 -0.22998 0.49
H 6.32471 -0.11878 -1.38357 0.34
H 4.31448 3.47889 -1.68437 0.30
H 4.07312 2.02524 -2.66539 0.27
H 5.69884 2.55763 -2.24836 0.49
H 4.42268 -0.23714 2.10376 0.56
H 5.87350 -1.64359 3.53645 0.48
H 5.94316 -4.09230 3.18109 0.37
H 4.51413 -5.12225 1.45104 0.42
H 3.02688 -3.72262 0.07337 0.37
H 4.35587 -0.35036 -2.27051 0.09
H 4.70530 -1.51916 -4.41239 0.43
H 3.26852 -3.44009 -5.01699 0.37
H 1.47544 -4.16233 -3.47360 0.43
H 1.13886 -2.97290 -1.32046 0.55
H -1.64952 -1.04813 4.04194 0.89
H -1.02527 -1.40008 6.41339 0.43
H 1.35361 -1.54280 7.05657 0.34
H 3.11405 -1.31174 5.32994 0.48
H 2.46845 -0.91765 2.97461 -0.04
H -1.84324 -1.48924 -0.51656 -0.17
H -3.25259 -3.42190 -1.06704 0.47
H -3.42342 -5.32515 0.51807 0.34
H -2.20009 -5.22892 2.66620 0.42
H -0.84817 -3.27253 3.23722 0.31
N -1.21011 -1.26827 -3.28831 -0.13
N -1.24280 -0.48684 -4.45210 -0.18
C -1.33118 0.85478 -4.37345 -0.25
N -1.22527 1.53023 -5.52804 -0.35
N -1.60207 1.39672 -3.18436 0.01
N -1.61980 2.72518 -3.02709 0.99
O -1.54124 3.11065 -1.85665 -0.50
O -1.75682 3.52281 -3.95983 -0.91
H -0.33057 -1.09471 -2.80396 -0.33
H -1.22567 -2.23783 -3.56973 0.34
H -0.68321 -0.80980 -5.22979 0.31
H -0.56093 1.18537 -6.20278 0.27
H -1.23925 2.53336 -5.40734 0.28
N 1.31008 2.78422 -1.48100 -0.81
N 1.39880 2.77272 -2.88890 0.01
C 1.46215 1.53617 -3.57985 -0.03
O 1.74934 1.61116 -4.78219 -0.86
O 1.14846 0.49727 -2.92852 -0.70
H 0.89642 3.66105 -1.19297 0.28
H 2.21779 2.64349 -1.03995 -0.23
H 1.99389 3.47578 -3.29976 0.32
Te -3.06356 1.21157 -0.40551 0.56
C -4.42106 1.48401 -2.05845 0.02
C -4.78688 0.36733 -2.80695 -0.44
C -5.51374 0.50301 -3.97919 -0.64
C -5.88184 1.76686 -4.42395 -0.51
C -5.52758 2.88533 -3.68524 -0.49
C -4.80135 2.74237 -2.50932 -0.16
C -4.67491 0.64352 0.89576 0.10
C -5.67633 1.57617 1.15519 -0.42
C -6.69139 1.29232 2.05539 -0.76
C -6.71304 0.07134 2.71684 -0.50
C -5.71326 -0.85860 2.47443 -0.54
C -4.69866 -0.57238 1.57020 0.25
H -4.47386 -0.61400 -2.46835 0.39
H -5.78026 -0.37428 -4.55667 0.40
H -6.42851 1.87722 -5.35263 0.36
H -5.80679 3.87230 -4.03384 0.38
H -4.50772 3.62042 -1.94501 0.33
H -5.64866 2.53661 0.65280 0.37
H -7.46265 2.02751 2.25175 0.38
H -7.49790 -0.14868 3.43026 0.36
H -5.71949 -1.81120 2.99072 0.43
H -3.91816 -1.29990 1.38617 0.06
```

The net charge is -1. The energy relative to the best compared isomer or geometry (same formula, charge and spin) is 0.000 eV. The calculation puts the highest occupied orbital energy at -4.6 eV. The gap between HOMO and LUMO is 7.01 eV.

---

A molecular structure, C45H57HfN6O13 in a non-equilibrium geometry. Source: the Open Molecules 2025 dataset; level of theory: ωB97M-V with the def2-TZVPD basis set.

```
122
Properties=species:S:1:pos:R:3:mulliken_charge:R:1
Hf -17.15804 2.88147 -12.05032 1.61
C -18.79809 -0.12079 -8.45383 -1.68
C -17.27755 -0.03223 -8.26834 2.27
C -16.75915 -1.18639 -7.34197 -1.32
C -16.73437 -2.56981 -7.99057 -0.93
C -15.77665 -2.64074 -9.15148 -0.87
C -16.29688 -1.50631 -10.21437 1.28
N -16.54068 -0.10127 -9.59672 0.04
O -16.95031 0.87709 -10.62059 -0.15
C -17.47720 -2.15657 -11.00550 -1.68
C -15.18281 -1.40643 -11.20274 -1.83
C -16.91981 1.22561 -7.51011 -1.08
H -19.31541 -0.05753 -7.49650 0.49
H -19.13156 -0.98564 -9.02736 0.26
H -19.16954 0.66961 -9.10605 0.05
H -17.33067 -1.29169 -6.41981 0.57
H -15.70654 -0.93363 -7.21464 0.20
H -17.76984 -2.64876 -8.32174 0.36
H -16.54151 -3.38038 -7.28780 0.45
H -15.73995 -3.55125 -9.74958 0.44
H -14.81587 -2.34957 -8.72696 0.09
H -17.79677 -1.39143 -11.71299 0.28
H -18.36892 -2.52999 -10.50201 0.26
H -17.11683 -2.92500 -11.68943 0.50
H -15.35275 -0.63805 -11.95695 0.34
H -14.92532 -2.18602 -11.91971 0.49
H -14.20743 -1.15960 -10.78343 0.36
H -17.37332 1.33504 -6.52500 0.43
H -17.08308 2.15063 -8.06308 -0.44
H -15.83505 1.18742 -7.41034 0.06
C -18.07353 6.61717 -9.67147 -1.36
C -16.82323 5.64885 -9.77130 1.59
C -16.19936 5.45718 -8.35917 -0.29
O -17.29105 4.36920 -10.17541 1.10
H -18.91182 6.29550 -9.05349 0.08
H -18.43938 6.97567 -10.63362 0.16
H -17.76707 7.47089 -9.06703 0.47
H -16.16789 6.13110 -10.49661 -0.99
H -15.31839 4.81584 -8.38493 -0.40
H -16.80301 4.96995 -7.59346 -0.03
H -15.79292 6.40278 -8.00034 0.29
C -19.61110 6.28798 -13.43153 -0.85
C -19.35151 4.98257 -14.21226 0.37
C -19.09866 5.27779 -15.74892 -1.39
O -18.34470 4.17523 -13.64360 -1.04
H -19.49532 6.14507 -12.35716 -0.05
H -20.51900 6.83825 -13.67856 0.50
H -18.79325 6.95907 -13.69396 0.13
H -20.31389 4.48855 -14.07862 0.29
H -18.97462 4.30606 -16.22687 0.37
H -18.18359 5.83234 -15.95680 0.27
H -19.93426 5.87018 -16.12169 0.40
C -15.29355 3.09471 -5.27249 -0.16
C -15.31536 4.41125 -5.58529 0.06
C -16.36033 5.20660 -5.09470 -0.32
C -17.42402 4.61846 -4.45546 -0.50
C -17.43229 3.13604 -4.29869 0.05
C -16.33561 2.39453 -4.61207 -0.92
N -18.64563 5.44873 -4.13896 1.04
O -18.52287 6.70104 -4.29035 -0.59
O -19.57813 4.93530 -3.49868 -0.59
H -14.46829 2.51835 -5.66384 0.25
H -14.52860 4.81682 -6.20409 0.23
H -16.31604 6.26851 -5.28651 0.59
H -18.20069 2.70258 -3.67575 0.54
H -16.15884 1.36039 -4.35575 0.43
C -11.88708 9.63197 -10.05124 -0.22
C -11.32349 8.38021 -9.74345 -0.84
C -11.95211 7.60761 -8.76224 0.02
C -12.94516 8.19455 -7.89029 -0.01
C -13.45743 9.45715 -8.18578 -0.28
C -12.88634 10.19408 -9.30955 -0.62
N -13.40200 7.45875 -6.66639 1.07
O -12.87238 6.42230 -6.32381 -0.61
O -14.33647 7.95863 -5.94426 -0.59
H -11.54214 10.17587 -10.91818 0.46
H -10.46078 8.03057 -10.29107 0.44
H -11.70201 6.57709 -8.55760 0.25
H -14.15059 9.95758 -7.52587 0.50
H -13.25779 11.17332 -9.57321 0.43
C -15.40509 9.65340 -12.86122 -0.62
C -16.44074 8.80612 -13.09497 -0.33
C -16.17535 7.43576 -13.03288 0.29
C -14.84613 6.98809 -12.95263 0.06
C -13.78403 7.82922 -12.95723 -0.68
C -14.08270 9.21564 -12.80036 -0.54
N -14.57905 5.51868 -13.08358 0.78
O -13.38280 5.25497 -13.38971 -0.60
O -15.48791 4.75441 -12.86396 -0.45
H -15.67836 10.69127 -12.74056 0.42
H -17.44022 9.19872 -13.21033 0.44
H -16.97962 6.71610 -12.99252 -0.01
H -12.78487 7.42378 -13.01799 0.56
H -13.29865 9.95814 -12.81962 0.51
C -21.38318 5.33536 -7.19666 -0.84
C -22.28174 5.50890 -8.28455 -0.47
C -22.08189 4.74496 -9.48616 -0.86
C -20.94097 3.92118 -9.57345 0.43
C -20.15631 3.72671 -8.52433 0.53
C -20.40136 4.39158 -7.38431 -0.56
N -20.62655 3.30316 -10.86241 0.80
O -21.42645 3.32375 -11.80103 -0.60
O -19.48059 2.81101 -11.07537 -0.36
H -21.52536 5.86309 -6.26516 0.52
H -23.02364 6.28931 -8.20129 0.39
H -22.77670 4.92650 -10.29281 0.48
H -19.30755 3.06230 -8.59187 -0.02
H -19.96687 4.16252 -6.42246 0.42
C -12.09939 0.85708 -7.46494 -0.53
C -11.85329 2.26921 -7.35779 -0.84
C -12.53504 3.07756 -8.27877 0.21
C -13.27275 2.43056 -9.24847 -0.30
C -13.37224 1.08127 -9.37466 0.27
C -12.80762 0.22574 -8.46017 -0.31
N -13.92847 3.30164 -10.25060 0.58
O -14.87785 2.86760 -10.92004 -0.27
O -13.54370 4.52779 -10.25071 -0.38
H -11.52187 0.27312 -6.76361 0.38
H -11.24320 2.64321 -6.54889 0.46
H -12.40545 4.14975 -8.28113 0.26
H -14.05211 0.64216 -10.08976 -0.20
H -13.02879 -0.81366 -8.65285 0.40
```

As for the multiplicity: 2. The calculation puts the highest occupied orbital energy (spin up / spin down) at -6.5 / -7.0 eV. The gap between HOMO and LUMO (spin up / spin down) is 5.38 / 5.91 eV.